Molecular formula: C31H84ClF9N8O19S3
Method: DFT, wB97M-V/def2-TZVPD

Geometry as XYZ:
```
155
Properties=species:S:1:pos:R:3:forces:R:3:mulliken_charge:R:1
H -12.5102 -26.1805 8.6807 -0.41 0.32 -0.49 0.314
H -8.6410 -20.3011 14.8666 0.38 0.28 0.50 0.523
N -11.7102 -12.6529 10.4991 0.53 -1.59 0.13 -0.206
H -9.9784 -21.2399 8.1272 -1.88 -0.73 1.44 -0.351
H -15.3411 -21.3500 9.2356 0.41 -0.14 1.06 0.457
H -15.1476 -23.7251 1.0214 -0.22 1.10 1.65 0.237
C -13.4242 -25.4677 16.4578 0.32 0.28 0.19 -1.747
H -15.9218 -30.0161 16.0263 0.94 0.74 -0.66 0.338
F -9.3288 -17.7264 11.6685 -0.46 0.38 0.33 -0.156
S -7.2079 -22.1906 5.5360 -1.30 -1.71 -1.40 1.286
N -11.7785 -19.9193 13.8024 -1.93 -0.70 -1.25 0.440
H -13.1255 -24.3275 10.6848 0.30 -0.80 -0.57 0.003
H -11.1265 -20.3979 15.5461 -0.13 -0.38 2.33 0.558
H -10.9554 -12.0380 10.8464 -0.26 -0.54 -0.13 0.386
H -16.9426 -19.6731 13.8119 0.59 0.39 0.41 0.381
O -12.1585 -17.1436 10.3764 1.14 0.81 0.31 -0.598
O -9.7525 -18.4881 15.1192 -0.77 -1.62 -0.33 -0.339
C -7.1368 -19.5953 8.0589 0.22 -0.29 -0.68 -0.767
F -12.8358 -25.8803 6.0411 0.08 0.03 0.07 -0.189
C -8.2266 -20.3216 8.7893 -0.26 0.29 1.08 0.447
O -7.8244 -18.6262 7.3259 0.34 0.58 -0.79 -0.280
H -8.5753 -21.9995 7.6145 -0.26 0.00 -0.44 0.009
C -15.4751 -22.9265 1.7906 -1.62 -1.57 0.02 0.180
N -14.2989 -22.5483 2.7110 -0.92 0.93 -0.58 -0.115
C -10.4859 -25.2715 8.7698 0.15 -0.18 0.49 -1.460
C -9.4793 -19.7297 14.4795 -0.67 -0.12 -0.54 -0.700
C -13.6714 -26.5137 15.3986 1.42 -1.35 1.52 0.677
H -14.1910 -30.2014 15.4073 -0.66 0.74 -0.20 0.307
N -11.7130 -21.3746 10.6976 1.42 0.02 -2.45 1.067
H -12.5418 -24.8999 16.1821 0.04 0.42 -0.12 0.404
F -9.4829 -15.8554 10.5623 0.16 -0.19 0.84 -0.233
H -9.0157 -9.5299 9.4082 0.41 -0.31 -0.31 0.256
H -7.0119 -20.8299 10.4246 0.06 -0.82 -0.23 0.417
C -17.3357 -20.5419 13.3180 -1.09 -0.43 -0.28 -0.784
F -7.0160 -22.6387 2.8701 -0.98 -1.11 1.32 -0.214
O -10.0119 -11.2823 8.9642 0.73 0.19 0.65 -0.328
H -8.8524 -19.5125 9.2423 0.26 -0.84 -0.15 0.347
H -14.2234 -21.5530 -1.7980 0.69 0.34 -0.56 0.288
C -9.8779 -16.4891 11.7325 1.33 -0.31 -3.02 0.539
C -16.7240 -23.4503 2.7049 1.95 -0.75 -0.58 -1.090
C -11.4346 -13.0475 9.0502 -1.97 0.14 0.45 0.350
O -7.6845 -23.1374 6.5582 -0.63 0.73 0.53 -0.872
H -13.7221 -21.1170 9.6645 -1.13 0.41 0.22 -0.034
H -16.3402 -24.1838 3.4219 0.29 0.42 0.17 0.245
H -11.7710 -18.8870 13.8078 0.60 0.13 0.03 0.418
F -14.0159 -25.3244 4.2944 0.71 -0.01 -1.33 -0.248
H -10.0156 -24.5795 9.5085 0.10 -0.70 -0.52 0.330
O -10.7638 -21.9062 11.2964 -1.13 0.31 0.12 -0.508
N -14.7290 -21.0760 10.0373 0.62 -0.52 -0.65 0.595
H -14.2662 -24.8060 16.6532 -0.13 0.06 -0.33 0.398
H -12.9855 -23.8587 9.0635 0.37 -0.87 0.52 0.422
O -12.2975 -20.3541 11.0954 0.29 -0.70 0.54 -0.430
F -9.3502 -15.8461 12.7370 -0.32 0.15 0.48 -0.198
C -12.7124 -13.6614 8.4780 -0.64 1.10 -0.84 -1.376
O -12.6451 -27.0036 11.4201 0.23 1.45 -0.47 -0.337
C -16.5066 -19.6663 11.2537 1.06 -1.28 -1.16 -0.884
H -13.1580 -25.8962 17.4040 0.00 -0.53 0.50 0.479
H -14.4469 -26.1557 13.4966 -0.17 -0.30 -0.84 0.340
O -14.8161 -21.3452 0.0845 0.25 0.26 0.56 -0.365
H -10.6051 -13.7289 9.1667 0.29 -0.15 -0.59 0.359
H -18.4335 -20.3817 13.2597 0.45 -0.26 -0.15 0.278
H -17.2264 -22.6800 3.2723 0.05 0.41 -0.07 0.349
O -5.7926 -22.0443 5.5897 0.54 0.90 -0.29 -0.667
H -10.6821 -26.3349 11.1676 -1.23 0.14 -1.00 0.303
C -7.7170 -21.3606 9.7613 -0.07 0.42 0.35 -1.186
H -16.0403 -20.8596 1.6893 -0.12 -0.01 -0.43 0.354
H -6.1610 -17.6180 6.4970 -0.03 -0.43 0.07 0.305
C -15.8472 -21.6789 0.9732 -0.74 -0.58 -0.16 -0.721
H -17.1085 -21.4695 13.8096 -0.25 -0.10 1.01 0.201
C -7.0754 -18.1498 6.1971 -1.01 1.58 0.34 -0.723
C -9.5182 -10.0122 8.5736 -2.25 0.70 -1.51 -0.717
H -11.7848 -20.1931 12.7961 0.35 0.29 -0.01 -0.374
H -11.3862 -28.6321 11.8221 0.21 0.27 0.01 0.415
C -15.1518 -21.4243 -1.2921 -0.12 -0.37 0.20 -0.787
H -6.5513 -20.2707 7.4204 -0.20 -0.05 -0.14 0.114
H -12.7590 -27.1132 15.3052 -0.17 -0.33 0.54 0.183
H -6.9106 -18.9529 5.5185 0.42 -0.60 -0.53 0.233
O -13.9332 -23.3474 7.5107 0.41 -0.26 -0.42 -0.709
H -12.5750 -12.1573 10.5398 -0.79 0.56 0.13 0.410
O -11.9586 -15.0778 11.7100 0.01 0.16 -0.24 -0.942
N -12.4876 -24.3967 9.8383 -0.97 1.99 -0.82 1.116
H -15.7036 -20.5514 -1.6525 0.08 -0.08 0.13 0.283
H -13.0000 -29.0409 11.1344 0.96 1.07 1.11 0.275
O -15.2720 -22.9048 5.5502 -0.79 -0.30 -0.38 -0.631
H -11.7467 -23.7264 10.0676 0.05 -0.03 0.07 -0.324
H -15.7217 -26.7309 15.8692 0.51 -0.61 0.45 0.322
H -9.0104 -10.1159 7.6077 0.74 0.16 0.55 0.291
H -13.8986 -23.2668 3.3324 0.18 -0.11 -0.54 0.126
H -17.4553 -24.0885 2.2049 0.09 0.64 -0.76 0.414
C -8.6096 -17.7232 15.2222 1.61 1.11 1.05 -0.764
H -13.6219 -13.0754 8.7209 0.50 -0.24 0.47 0.428
S -11.6772 -16.5052 11.5873 -2.00 -1.03 1.02 1.001
H -10.9393 -12.0961 7.1990 0.36 0.23 1.12 0.371
H -14.6774 -21.7509 10.8241 -0.65 -0.43 -0.40 -0.218
Cl -14.0982 -23.3361 12.2243 0.24 -0.15 0.63 -0.959
C -15.0943 -19.7599 10.6059 -0.14 1.12 -0.46 1.114
H -11.2717 -27.4887 9.9409 -0.10 0.20 0.55 0.559
H -10.4019 -9.3550 8.2809 0.78 -0.49 0.62 0.304
H -12.8914 -14.6842 8.6566 -0.02 -1.19 0.84 0.272
H -9.6229 -22.0850 13.5890 -0.38 -0.38 0.54 0.326
C -13.9505 -25.3108 5.6169 -1.60 0.85 0.34 0.692
O -15.2494 -28.3627 14.7253 1.39 -0.72 2.34 -0.347
H -17.2085 -19.6306 10.3779 -0.06 0.32 1.12 0.278
S -14.0295 -23.4278 6.0504 0.54 -0.44 0.65 0.633
H -8.0722 -17.7311 14.2778 0.31 0.09 -0.14 0.316
H -7.7132 -17.3820 5.7003 0.34 -0.64 0.34 0.234
F -7.0844 -24.4531 4.1917 -0.53 0.91 -0.82 -0.210
H -8.5586 -21.7220 10.3677 0.31 -0.11 -0.11 0.074
F -15.0095 -26.0714 5.9733 0.54 0.55 0.84 -0.261
H -9.2877 -19.5785 13.3968 0.07 0.05 0.33 0.178
C -15.2049 -29.7886 15.1786 -0.93 0.41 -0.25 -0.736
H -9.2053 -20.6130 6.9762 0.69 0.47 -1.12 0.510
H -14.6509 -21.8593 3.4068 0.22 -0.35 -0.42 0.423
C -10.4876 -22.0614 14.2858 0.20 -0.53 -1.49 -1.100
H -7.3020 -22.1932 9.1448 0.23 0.54 0.90 0.400
H -12.7642 -13.5966 7.3897 0.66 0.11 -0.14 0.392
N -13.6870 -25.8791 14.0923 0.60 5.43 -0.77 -0.191
F -8.9535 -23.3036 3.8089 1.80 -0.04 -0.11 -0.202
H -13.6044 -22.0715 2.1010 -0.10 -0.53 0.67 0.424
H -15.4215 -17.8173 9.9643 -0.06 0.38 -0.33 0.447
C -11.6021 -26.6002 10.5244 1.95 -1.11 0.09 -1.220
O -8.0802 -21.0279 5.3355 0.85 -0.33 0.34 -0.631
H -12.7706 -20.1487 14.0521 1.14 -0.12 0.25 0.433
C -11.1125 -11.8034 8.2861 1.52 -0.40 -1.45 -0.923
C -15.0026 -18.6982 9.4808 0.72 0.05 2.48 -1.389
N -9.0552 -21.0977 7.8438 0.80 0.42 -0.70 0.620
H -9.8312 -26.1473 8.5402 -0.61 0.63 0.49 0.490
O -12.0268 -17.2699 12.7744 -0.01 0.09 0.28 -0.925
H -11.8406 -13.5968 11.0429 0.45 1.16 -0.30 0.446
O -12.9014 -22.9592 5.2611 0.10 -0.30 0.44 -0.707
H -15.6653 -18.9825 8.6891 0.12 -0.05 -0.91 0.460
H -6.3900 -19.1501 8.7134 -0.12 0.13 0.55 0.642
H -12.8090 -28.5370 12.8485 -0.13 0.56 -0.11 0.020
H -11.8789 -11.0548 8.1999 -0.97 0.28 0.41 0.477
H -10.3140 -22.6873 15.1485 0.36 0.18 0.41 0.502
H -14.6738 -27.9159 16.7243 0.38 -0.38 0.87 0.519
C -11.8669 -25.6321 9.3471 0.61 -0.97 2.05 0.563
H -10.5752 -24.7301 7.8498 -0.19 0.37 -0.61 0.410
O -11.9961 -21.8044 9.4980 -0.08 0.73 1.75 -1.190
H -13.7056 -24.6038 14.0554 -0.81 -3.85 -0.14 0.331
H -16.4044 -18.7642 11.8548 -0.71 0.31 -0.19 0.446
H -13.9362 -18.4522 9.3098 -0.73 -0.34 -0.64 0.246
H -11.2930 -22.5704 13.7233 0.05 0.64 0.24 0.049
H -12.7536 -25.9025 13.6365 -1.09 -0.86 -0.26 0.309
H -7.9266 -18.0896 16.0468 -0.61 0.24 -0.83 0.303
C -14.8394 -27.4213 15.8031 -2.20 1.00 -3.48 -0.915
H -14.3582 -19.5614 11.3826 0.01 -0.01 -0.15 -0.194
H -15.6922 -22.3450 -1.4938 -0.45 -0.08 -0.01 0.383
H -8.8682 -16.6734 15.4559 -0.08 -0.62 -0.11 0.258
H -16.7698 -21.9181 0.3734 0.59 0.26 0.93 0.423
H -15.6426 -30.3220 14.3302 0.37 0.00 0.05 0.264
C -12.4275 -28.3154 11.8446 -1.27 -2.68 -1.09 -0.621
C -7.5863 -23.2165 3.9815 0.16 0.66 0.35 0.446
C -10.7133 -20.6151 14.6177 -0.46 1.63 -0.88 0.335
O -16.7367 -20.7894 12.0804 0.46 0.63 -1.32 -0.231
```
Positions in Å, forces in eV/Å.

Highest occupied orbital energy in eV: -12.549
LUMO in eV: -3.683
Total charge: +2
Calculated total energy in eV: -153799.4411
Kohn-Sham gap in Ha: 0.326